Record 1
The following is a quantum chemistry calculation of C4H7NO2 as an isolated structure at a distorted geometry, from the Open Molecules 2025 dataset.

Summary:
Gap between HOMO and LUMO in eV: 10.6
HOMO level in eV: -9.7
LUMO level in eV: 0.83

```
14
Properties=species:S:1:pos:R:3:forces:R:3
C 2.880942 0.005943 -0.105498 -0.3 -0.3 -0.6
C 0.265635 1.254897 0.026221 -0.6 -1.3 4.8
C -0.310864 -1.316627 0.186368 1.0 1.6 -1.3
C 0.176771 -0.033002 -0.588696 3.8 -4.2 0.3
N 1.962253 -0.607059 -0.893107 -2.7 1.3 -1.1
O 3.576313 0.945031 0.082314 -0.1 -0.2 0.3
O 2.555215 -1.209031 0.357976 0.5 0.1 1.2
H 0.553058 1.921609 -0.657176 0.8 3.1 -2.5
H -0.746713 1.401265 0.425935 0.1 0.7 0.0
H 0.976053 1.318569 0.903475 -0.8 -0.2 -0.8
H 0.002343 -1.482903 1.210504 0.4 0.6 0.0
H -0.083882 -2.198583 -0.366884 0.7 -0.6 -0.6
H -1.346170 -1.307900 0.144736 -2.3 0.3 0.3
H -0.089059 0.110065 -1.627054 -0.4 -0.9 -0.2
```
Positions in Å, forces in eV/Å.

***

Record 2
The following is a quantum chemistry calculation of C4H7NO2 as an isolated structure, from the Open Molecules 2025 dataset.

Summary:
Gap between HOMO and LUMO in eV: 8.9
HOMO level in eV: -8.1
LUMO level in eV: 0.84

```
14
Properties=species:S:1:pos:R:3:forces:R:3
O -1.002147 1.633578 0.172844 -0.1 0.0 -0.2
C 0.269575 1.290258 0.403576 0.1 -0.1 -0.2
C -0.013703 -0.711567 1.322812 0.0 -0.1 0.0
O -0.948550 -1.182935 0.393291 0.0 0.0 0.0
C -0.682635 -1.056501 -0.932766 0.2 0.1 -0.3
N 0.163906 -0.331097 -1.532798 -0.3 -0.3 0.3
C 0.960636 0.635770 -0.771879 0.2 0.1 0.1
H -1.341085 1.233925 -0.649770 0.0 0.0 0.1
H 0.351910 0.621025 1.421031 0.0 0.0 0.1
H 0.935494 -1.250717 1.254663 -0.1 0.1 0.0
H -0.477990 -0.803284 2.305829 0.1 0.1 -0.1
H -1.353197 -1.703656 -1.497418 0.1 0.1 0.1
H 1.905314 0.185135 -0.452324 -0.1 0.1 0.0
H 1.221178 1.444825 -1.466074 0.0 -0.1 0.1
```
Positions in Å, forces in eV/Å.

***

Record 3
The following is a quantum chemistry calculation of a 2-piece molecular cluster, C4H7NO2 overall at a distorted geometry, from the Open Molecules 2025 dataset.

Summary:
Gap between HOMO and LUMO in eV: 8.4
HOMO level in eV: -7.7
LUMO level in eV: 0.69
SMILES string: CC1=C(N)O1.C=O

```
14
Properties=species:S:1:pos:R:3:forces:R:3
C 2.223209 -0.197013 -0.094325 0.5 0.3 -2.8
C 1.012494 -0.935115 0.127685 -0.3 -0.9 1.2
C -0.198349 -0.959947 0.608034 -0.1 -0.2 -0.7
N -1.216141 -1.376827 1.378610 -1.0 0.9 -2.8
O -0.364346 -0.441633 -0.629651 -0.1 -0.4 -0.2
H 2.825403 -0.743704 -0.866373 -0.7 0.6 -0.1
H 3.003253 -0.177833 0.632407 -0.2 0.6 1.4
H 1.854157 0.782566 -0.537652 1.1 -0.7 0.8
H -1.053326 -1.336322 2.341174 -0.4 0.1 1.5
H -2.115094 -1.070576 0.889517 1.5 -0.6 1.7
C -1.543328 1.677111 -0.981378 0.5 -1.3 1.1
O -2.562200 1.698561 -0.290796 2.2 0.4 -1.7
H -1.395937 1.082166 -1.950309 -1.0 1.0 0.7
H -0.469795 1.998567 -0.626942 -2.0 0.3 -0.2
```
Positions in Å, forces in eV/Å.

***

Record 4
The following is a quantum chemistry calculation of C4H7NO2 as an isolated structure at a distorted geometry, from the Open Molecules 2025 dataset.

Summary:
Gap between HOMO and LUMO in eV: 9.1
HOMO level in eV: -8.9
LUMO level in eV: 0.22

```
14
Properties=species:S:1:pos:R:3:forces:R:3
N 1.503205 -1.440774 0.736829 0.1 0.1 0.0
C 0.232691 -1.718651 0.353504 0.0 -0.5 0.0
O -0.126629 -2.809097 -0.045646 0.0 0.2 0.0
C -0.736919 -0.556330 0.488536 0.1 -0.3 -0.2
C -0.081270 0.774084 0.478881 -1.1 0.0 1.2
C -0.418293 1.938673 -1.075341 1.3 0.6 -0.7
O -1.055901 1.702793 0.137522 -0.4 -0.3 1.1
H 2.220800 -2.141986 0.620569 -0.2 0.1 0.0
H 1.745527 -0.476867 0.923201 0.1 -0.2 0.0
H -1.147835 -0.573005 1.514977 0.1 0.0 -0.1
H -1.597588 -0.677163 -0.180954 0.2 0.0 0.0
H 0.639858 1.546606 -0.765729 -0.4 0.2 -1.5
H -0.873829 1.433484 -1.926763 0.2 -0.3 0.2
H -0.303817 2.998233 -1.259586 -0.1 0.3 -0.1
```
Positions in Å, forces in eV/Å.

***

Record 5
The following is a quantum chemistry calculation of C4H7NO2 in the gas phase, from the Open Molecules 2025 dataset.

Summary:
Gap between HOMO and LUMO in eV: 10.6
HOMO level in eV: -9.8
LUMO level in eV: 0.81
SMILES string: O[C@@H]1CN=COC1

```
14
Properties=species:S:1:pos:R:3:forces:R:3
O 1.941225 -0.064691 -0.060988 0.0 0.3 0.0
C 0.675889 -0.686951 -0.201222 -0.3 -0.2 0.0
C -0.161563 -0.012899 -1.284742 0.1 -0.1 -0.1
N -0.737858 1.255093 -0.848360 -0.1 0.0 0.4
C -1.134684 1.298084 0.352529 0.1 0.2 -0.2
O -1.028631 0.358745 1.312105 0.0 0.1 0.0
C -0.089497 -0.713105 1.125127 0.1 -0.2 0.0
H 1.808221 0.892996 -0.065517 0.1 -0.1 0.0
H 0.896197 -1.721918 -0.484182 0.0 0.1 0.0
H -0.977720 -0.674447 -1.605506 0.1 0.0 0.1
H 0.474158 0.168366 -2.156805 -0.1 0.0 0.1
H -1.656400 2.173294 0.739767 0.1 -0.1 -0.1
H -0.652423 -1.642930 1.245364 0.0 0.1 -0.1
H 0.643085 -0.629638 1.932429 -0.1 -0.1 0.0
```
Positions in Å, forces in eV/Å.

***

Record 6
The following is a quantum chemistry calculation of a 2-piece molecular cluster, C4H7NO2 overall, from the Open Molecules 2025 dataset.

Summary:
Gap between HOMO and LUMO in eV: 8.5
HOMO level in eV: -9.4
LUMO level in eV: -0.90

```
14
Properties=species:S:1:pos:R:3:forces:R:3
C 0.262878 1.732253 0.819173 0.0 0.0 0.0
C -0.436026 0.859051 -0.198699 0.0 -0.2 0.0
N 0.049261 0.709913 -1.450671 0.0 0.1 0.1
O -1.381598 0.111710 0.145042 0.2 0.2 -0.1
C -0.376675 -1.781598 0.491141 0.0 -0.1 0.0
C 0.094812 -1.764802 -0.803002 -0.1 0.2 0.1
O 0.979053 -0.895658 -1.136975 -0.1 -0.2 0.1
H 1.184618 1.234657 1.148072 -0.1 0.0 -0.1
H 0.539289 2.702571 0.395704 0.0 -0.1 0.0
H -0.384589 1.886712 1.684013 0.1 0.0 -0.1
H 0.895542 1.272389 -1.575038 -0.1 -0.1 0.0
H 0.181441 -1.296058 1.283464 -0.1 0.0 -0.1
H -1.186221 -2.444659 0.785808 0.1 0.1 -0.1
H -0.421785 -2.326482 -1.588033 0.1 0.1 0.1
```
Positions in Å, forces in eV/Å.

***

Record 7
The following is a quantum chemistry calculation of C4H7NO2 as an isolated structure, from the Open Molecules 2025 dataset.

Summary:
Gap between HOMO and LUMO in eV: 10.0
HOMO level in eV: -9.3
LUMO level in eV: 0.69

```
14
Properties=species:S:1:pos:R:3:forces:R:3
O -0.181975 -1.101893 1.497358 0.2 -0.1 0.1
C 0.594412 -0.209182 0.740324 0.3 0.3 -0.1
C 1.103138 -0.756617 -0.616805 0.3 -0.2 0.0
N -0.185487 -0.367477 -1.197150 0.0 0.1 -0.3
C -0.304121 0.655408 -0.166501 -0.1 0.2 0.1
C -1.699926 1.092236 0.188802 -0.2 0.1 -0.3
O -2.603055 1.037607 -0.609423 0.3 0.0 0.4
H 0.404440 -1.790002 1.836439 -0.2 0.1 0.0
H 1.335398 0.317943 1.357778 -0.2 -0.1 -0.1
H 1.374163 -1.814880 -0.703890 -0.1 0.1 0.1
H 1.938525 -0.124312 -0.963246 0.0 -0.2 0.1
H -0.212853 -0.060418 -2.161967 0.1 0.0 0.1
H 0.276431 1.573800 -0.393222 -0.2 0.0 0.0
H -1.839091 1.547786 1.191506 0.0 -0.1 -0.1
```
Positions in Å, forces in eV/Å.

***

Record 8
The following is a quantum chemistry calculation of a 2-piece molecular cluster, C4H7NO2 overall, from the Open Molecules 2025 dataset.

Summary:
Gap between HOMO and LUMO in eV: 10.6
HOMO level in eV: -9.9
LUMO level in eV: 0.64
SMILES string: C[C@H]1CO1.N=C=O

```
14
Properties=species:S:1:pos:R:3:forces:R:3
C 1.060083 -1.310127 -0.185222 0.1 0.0 -0.1
C 0.281455 -0.092603 -0.587621 -0.2 -0.3 -0.3
C 0.866196 1.245550 -0.563033 0.1 0.2 0.3
O 0.599966 0.596835 -1.793964 0.4 0.0 -0.5
H 2.087023 -1.216448 -0.540487 0.0 -0.2 0.0
H 1.065207 -1.418271 0.906980 0.0 0.1 -0.2
H 0.598024 -2.208030 -0.607936 0.2 0.1 0.0
H -0.793652 -0.204628 -0.528129 0.6 0.0 -0.1
H 0.284977 2.135541 -0.311743 0.0 -0.2 -0.2
H 1.929037 1.316642 -0.342338 -0.1 0.1 0.1
N -2.385116 0.232179 0.461978 0.0 0.2 0.7
C -1.549689 0.302556 1.346927 -0.4 0.1 0.7
O -0.671623 0.348677 2.112367 -0.5 0.0 -0.5
H -3.371891 0.272123 0.632216 -0.2 0.0 0.1
```
Positions in Å, forces in eV/Å.